Entry 1:
A cluster of 2 separate species, C5H15NO2 in total at a distorted geometry, computed with ωB97M-V with the def2-TZVPD basis set.

Calculated values
Energy above the lowest of the compared OMol25 structures with the same formula, charge and spin = 1.224 eV
2S+1 = 1
M = 121.2 g/mol
E_tot = -404.7101 Eh

```
23
Properties=species:S:1:pos:R:3:nbo_charge:R:1
N 1.469 -0.766 2.519 -0.823
C 0.387 -1.213 1.620 -0.207
C 0.809 -1.219 0.142 -0.418
C 1.396 0.085 -0.479 -0.403
C 0.363 0.916 -1.261 -0.433
C -0.498 1.823 -0.365 -0.063
O -1.713 1.252 0.073 -0.727
H 1.859 0.088 2.132 0.341
H 2.263 -1.394 2.518 0.349
H 0.202 -2.228 1.875 0.201
H -0.417 -0.518 1.790 0.158
H 1.583 -1.981 0.071 0.198
H -0.009 -1.502 -0.521 0.206
H 1.885 0.738 0.248 0.186
H 2.197 -0.250 -1.145 0.214
H 0.843 1.572 -1.988 0.212
H -0.276 0.251 -1.841 0.206
H 0.148 2.098 0.486 0.153
H -0.747 2.774 -0.834 0.182
H -1.545 0.699 0.842 0.466
O -3.676 -0.605 -2.078 -0.952
H -3.183 -0.005 -2.624 0.473
H -3.340 -0.615 -1.181 0.480
```

***

Entry 2:
A cluster of 2 separate species, C5H15NO2 in total at a distorted geometry, computed with ωB97M-V with the def2-TZVPD basis set.

Calculated values
Energy above the lowest of the compared OMol25 structures with the same formula, charge and spin = 1.201 eV
2S+1 = 1
M = 121.2 g/mol
E_tot = -404.7109 Eh

```
23
Properties=species:S:1:pos:R:3:nbo_charge:R:1
C -2.097 0.324 0.407 -0.595
C -1.075 -0.291 -0.554 -0.232
C -1.572 -0.397 -2.026 -0.612
C 0.345 0.305 -0.331 -0.075
N 0.860 1.261 -1.355 -0.825
C 1.429 -0.792 -0.180 -0.059
O 2.377 -0.452 0.821 -0.733
H -3.036 -0.208 0.292 0.208
H -2.273 1.373 0.168 0.198
H -1.716 0.241 1.411 0.211
H -1.004 -1.331 -0.271 0.193
H -0.901 0.038 -2.767 0.192
H -2.559 0.060 -2.133 0.212
H -1.687 -1.452 -2.261 0.214
H 0.309 0.874 0.599 0.196
H 0.361 2.135 -1.253 0.353
H 0.543 0.921 -2.251 0.342
H 0.976 -1.741 0.083 0.165
H 1.897 -0.885 -1.163 0.170
H 3.200 -0.187 0.391 0.478
O 1.599 -0.132 4.376 -0.937
H 2.510 0.164 4.548 0.463
H 1.515 0.171 3.449 0.473
```

***

Number 1: Kohn-Sham gap 10.45 eV, LUMO energy 0.820 eV, HOMO level -9.6 eV. Number 2: Kohn-Sham gap 10.42 eV, LUMO energy 0.828 eV, HOMO level -9.6 eV.